# C2H7N2O

2 unconnected molecules or ions with the total composition C2H7N2O (ωB97M-V/def2-TZVPD, OMol25).

## Properties
LUMO energy (Eh): 0.154
ΔE to the lowest compared entry with this formula, charge and spin (kcal/mol): 27.7
Total charge: -1
Orbital gap (hartree): 0.24659
HOMO energy (eV): -2.512

Element x y z (Å)
N -0.6902 -1.3900 -0.7793
C -1.3410 -0.7519 0.4230
O -2.0198 -1.5567 1.2220
H -1.4302 -1.7439 -1.3813
H -0.2505 -2.2456 -0.4445
H -0.4573 -0.2597 0.9299
H -1.9365 0.0835 -0.0308
C 1.8015 1.4236 -0.2845
N 1.6880 2.2777 0.6374
H 2.7093 1.4570 -0.8954
H 1.1175 0.6090 -0.5284
H 0.8091 2.0970 1.1319

natural (NBO) population analysis, charges in e, atoms 1 to 2: number 1, N, carries -0.93; number 2, C, carries 0.14